Record 1
This record from the Open Molecules 2025 dataset describes a structure of composition C12H26NO2P2Sc. The level of theory is ωB97M-V/def2-TZVPD.

CARTESIAN COORDINATES (ANGSTROEM)
Sc 0.0029 0.0047 0.0927
P -2.4367 0.3247 -0.4291
C -2.1010 0.3664 -2.3086
C -0.8260 1.1339 -2.6155
N 0.2974 0.8910 -1.8457
C 1.4986 1.3339 -2.2850
C 1.6283 2.0464 -3.4285
C 0.5080 2.3312 -4.1803
C -0.7321 1.8872 -3.7599
C 2.6820 1.0246 -1.4613
P 2.5400 -0.4722 -0.3269
H -1.6529 2.0073 -4.3618
H 2.6225 2.4080 -3.6943
H 0.5982 2.8686 -5.0989
H 3.5448 0.8124 -2.1059
H 2.9315 1.8756 -0.8054
H -2.0661 -0.7276 -2.9192
H -3.0062 0.8470 -2.8332
H -1.2114 -2.4251 -2.2834
O -1.6901 -1.7216 -3.3119
H -2.1874 -1.8890 -4.1398
H -0.5508 -1.9786 -0.6565
O -0.5973 -2.8350 -1.3496
H 0.2077 -3.0464 -1.8510
C 2.9826 -1.8322 -1.4502
H 4.0212 -1.6956 -1.8030
H 2.8809 -2.7755 -0.8867
H 2.2975 -1.9127 -2.3126
C 3.9518 -0.3373 0.7575
H 3.9209 -1.1934 1.4350
H 4.8928 -0.3076 0.2030
H 3.8538 0.5416 1.3951
C -3.4660 1.7449 0.1379
H -4.4093 1.7952 -0.4325
H -3.6653 1.6176 1.2178
H -2.9117 2.6915 0.0600
C -3.6339 -1.0486 -0.4667
H -3.8707 -1.2564 0.5876
H -4.5194 -0.7528 -1.0534
H -3.1384 -1.9276 -0.9018
C 0.2234 1.7736 1.2802
H 1.2117 1.8049 1.7575
H -0.5823 1.7934 2.0220
H 0.0889 2.6635 0.6567

Force components x, y, z for each atom (eV/Å):
Sc 0.9 2.2 1.5
P -2.0 -0.3 -2.6
C -0.6 4.5 1.9
C -0.8 -1.3 0.8
N -1.0 -0.2 -0.7
C -0.6 -0.4 0.6
C 0.9 0.6 -0.5
C -0.7 0.0 0.0
C -0.4 0.1 -1.0
C 1.0 -0.5 1.2
P 0.3 0.3 -1.4
H 0.8 0.2 0.4
H -0.4 -0.1 -0.2
H 0.1 0.3 -0.4
H -0.1 0.3 0.2
H 0.0 -0.2 -0.2
H 0.4 0.3 1.0
H 1.2 -0.4 0.9
H -1.3 0.8 -1.8
O 0.8 -2.9 -0.7
H 0.6 -0.9 0.7
H 0.1 -3.9 -3.1
O -0.9 2.7 1.8
H 0.8 0.3 0.6
C -0.1 -0.5 0.0
H -0.5 -0.2 0.1
H 0.4 0.2 -0.2
H 0.3 0.3 0.2
C 0.0 0.0 0.7
H 0.3 -0.1 -0.1
H -0.1 0.0 0.1
H 0.1 0.1 -0.1
C 0.5 0.2 0.4
H 0.5 -0.1 0.2
H -0.1 -0.1 -0.5
H -0.2 -0.3 -0.2
C 0.3 -0.1 0.8
H -0.4 -0.2 -0.5
H 0.3 -0.3 0.3
H -0.4 0.2 0.1
C 0.0 -0.4 -0.5
H -0.2 0.1 0.1
H 0.2 -0.1 0.2
H 0.1 -0.1 0.0

## Properties
Net charge = +2
ΔE to the lowest compared entry with this formula, charge and spin = 330.7 kJ/mol
Gap between HOMO and LUMO = 0.223 Eh
HOMO = -14.42 eV
2S+1 = 1

---

Record 2
This record from the Open Molecules 2025 dataset describes a cluster of 2 separate species, C12H26NO4P in total. The level of theory is ωB97M-V/def2-TZVPD.

CARTESIAN COORDINATES (ANGSTROEM)
O 3.0051 -0.3086 -1.4239
P 1.8367 -0.1165 -2.5163
C 1.1079 1.6674 -2.2281
C -0.4090 1.3832 -1.6855
C -1.5423 2.4699 -2.1465
O -2.8189 1.6947 -2.2977
C 2.0770 2.4705 -1.1457
C 1.7600 3.9977 -1.7209
O 2.1197 3.8128 -3.1656
C 1.3657 2.5781 -3.5649
O 0.9958 2.4257 -4.8431
H 2.3529 -0.2252 -3.8808
H 0.8701 -1.1634 -2.2211
H -0.3552 1.4444 -0.4945
H -0.7471 0.2671 -1.9119
H -1.7454 3.2274 -1.2708
H -1.3637 2.9792 -3.1837
H -2.7938 1.0268 -1.5268
H 3.1616 2.2923 -1.5836
H 1.8997 2.2563 -0.0012
H 2.2352 4.9111 -1.1575
H 0.6040 4.2252 -1.8139
C -1.3876 -3.7365 0.4669
C -0.3087 -2.8073 1.0166
N -0.8072 -1.4977 1.4462
C 0.2603 -0.5299 1.7161
C 1.2086 -0.8294 2.8727
C -1.8974 -1.5082 2.4246
C -1.6459 -2.2127 3.7526
H -1.9282 -3.2683 -0.3616
H -0.9276 -4.6563 0.0900
H -2.1090 -4.0267 1.2363
H 0.4209 -2.6594 0.2127
H 0.2212 -3.3232 1.8251
H -0.1789 0.4644 1.8672
H 0.8638 -0.4305 0.8037
H 0.7376 -0.6360 3.8394
H 2.0840 -0.1732 2.8108
H 1.5746 -1.8586 2.8599
H -2.7761 -1.9711 1.9568
H -2.2185 -0.4789 2.6273
H -1.1407 -3.1745 3.6346
H -2.6023 -2.4108 4.2514
H -1.0590 -1.5914 4.4345

Force components x, y, z for each atom (eV/Å):
O -3.5 0.5 -3.5
P 4.5 0.1 4.0
C 0.4 -0.2 0.1
C -0.1 0.7 0.8
C -1.0 -1.1 0.4
O 1.7 -0.5 1.8
C -0.2 1.0 -2.1
C -1.5 -0.8 0.2
O -2.1 -2.7 0.4
C -1.2 1.5 -5.0
O 2.5 0.6 8.6
H -0.9 0.0 0.9
H 0.2 1.0 -0.8
H 0.0 -0.2 -2.6
H 0.5 2.6 0.1
H 0.8 -1.1 -1.9
H -0.2 -1.0 2.1
H -0.3 1.6 -1.8
H -2.0 0.2 1.7
H 0.4 0.3 -2.6
H -0.3 -2.0 -1.6
H 2.2 -0.4 0.9
C -0.1 0.0 0.1
C -0.2 0.1 0.0
N 0.0 0.4 -0.2
C 0.1 -0.1 -0.4
C 0.2 0.2 0.3
C -0.2 -0.2 -0.3
C -0.1 0.0 0.5
H 0.0 0.0 0.1
H 0.0 0.1 0.1
H 0.0 0.0 -0.1
H 0.1 0.2 0.2
H 0.1 -0.1 0.0
H -0.2 -0.2 0.1
H -0.1 -0.2 0.0
H 0.1 -0.1 -0.1
H -0.1 -0.1 0.0
H -0.1 0.1 0.0
H 0.2 0.0 -0.1
H 0.3 0.0 -0.2
H 0.0 0.1 0.0
H 0.1 0.0 -0.1
H 0.0 -0.2 -0.1

## Properties
Net charge = 0
SMILES = O=[PH2][C@@]1(CCO)CCOC1=O.CCN(CC)CC
ΔE to the lowest compared entry with this formula, charge and spin = 434.0 kJ/mol
Gap between HOMO and LUMO = 0.311 Eh
HOMO = -8.46 eV
2S+1 = 1

---

Record 3
This record from the Open Molecules 2025 dataset describes a structure of composition C12H26NO9Sr. The level of theory is ωB97M-V/def2-TZVPD.

CARTESIAN COORDINATES (ANGSTROEM)
Sr -0.9351 0.1790 -0.6461
C 4.7083 1.4882 -5.2312
C 3.2571 1.2880 -4.7551
O 2.7680 0.1493 -4.8431
O 2.5751 2.1082 -4.1537
H 4.6748 1.9182 -6.2323
H 5.3429 0.6042 -5.2941
H 5.2316 2.1987 -4.5913
C -3.2023 -7.3328 -3.4832
C -3.5375 -5.8628 -3.1263
O -2.8674 -5.1792 -2.3149
O -4.5013 -5.3322 -3.7465
H -4.0594 -7.9523 -3.2194
H -2.3306 -7.6572 -2.9147
H -3.1411 -7.3896 -4.5700
C -6.1286 -0.2994 5.1021
C -5.1993 -0.2551 3.9370
O -5.5694 0.0719 2.7236
O -4.0025 -0.5670 4.0886
H -5.5280 -0.1567 6.0005
H -6.7262 -1.2089 5.1622
H -6.8018 0.5576 5.0823
C -0.2587 4.2764 0.6498
O 0.3814 3.1372 1.2053
C 1.3366 3.4958 2.1621
C 1.9368 2.3306 2.9549
N 2.4296 1.2585 2.0970
C 2.6942 0.1073 2.9636
C 3.3108 -0.9096 1.9297
O 2.3601 -1.2845 0.9435
C 2.8153 -2.1391 -0.0371
H 0.4763 4.7406 -0.0078
H -0.5483 4.9930 1.4184
H -1.1189 4.1492 -0.0074
H 0.9087 4.1299 2.9386
H 2.1210 4.0746 1.6744
H 1.2291 1.9186 3.6743
H 2.7688 2.6716 3.5710
H 3.2797 1.6206 1.6891
H 1.7687 -0.3289 3.3395
H 3.3104 0.2848 3.8450
H 3.5741 -1.7825 2.5270
H 4.2195 -0.5648 1.4364
H 2.0100 -2.4986 -0.6776
H 3.3755 -2.9960 0.3371
H 3.5424 -1.6188 -0.6605
O -3.9407 2.8581 -4.1089
H -4.7342 3.3825 -4.2162
H -3.2751 3.3233 -4.6157

Force components x, y, z for each atom (eV/Å):
Sr 0.4 0.0 0.3
C 0.0 0.9 -0.2
C -0.6 -2.6 1.1
O 0.7 -2.5 -1.4
O 0.1 4.1 1.0
H 0.1 0.1 -0.1
H -0.6 -0.3 0.1
H -0.1 0.2 0.0
C -0.4 0.7 0.6
C -1.2 1.8 -0.8
O 1.1 -0.9 0.6
O 0.1 -1.1 -0.2
H 0.0 0.0 0.2
H 0.1 -0.2 -0.4
H 0.5 -0.1 0.1
C -0.4 0.9 0.7
C 1.4 0.2 -4.7
O -1.0 -0.1 2.4
O 0.6 -0.3 1.5
H 0.0 -0.4 0.1
H 0.2 0.0 -0.1
H -0.3 -0.1 -0.2
C 1.1 1.0 -0.3
O -1.6 -1.2 -0.4
C 0.7 0.2 1.1
C -0.3 0.0 -0.8
N -1.1 0.6 1.4
C 0.6 -1.1 -3.2
C -0.3 -0.7 1.5
O -1.4 1.0 1.3
C 1.5 -0.4 -1.0
H 0.1 0.5 0.0
H 0.0 0.0 0.1
H -0.2 -1.1 0.4
H -0.3 0.4 -0.1
H 0.3 0.1 -0.1
H -0.4 0.0 -0.3
H 0.0 0.7 0.2
H 0.3 -0.4 -0.2
H -0.2 0.2 -0.2
H 0.5 0.1 -0.1
H 0.2 -0.5 -0.2
H 0.1 0.4 0.1
H -0.1 0.1 0.2
H -0.3 -0.3 0.4
H 0.0 0.2 -0.4
O 0.2 -0.2 0.3
H -0.3 0.1 0.0
H 0.2 0.1 -0.2

## Properties
Net charge = -1
ΔE to the lowest compared entry with this formula, charge and spin = 1204.4 kJ/mol
Gap between HOMO and LUMO = 0.082 Eh
HOMO = -4.25 eV
2S+1 = 1

---

Record 4
This record from the Open Molecules 2025 dataset describes a structure of composition C12H26O14Zn. The level of theory is ωB97M-V/def2-TZVPD.

CARTESIAN COORDINATES (ANGSTROEM)
Zn 20.6321 11.8592 8.4150
O 22.4399 11.1241 8.5986
H 22.9123 10.4848 8.0814
O 18.7954 12.2777 8.2168
H 17.8960 12.4763 8.0250
C 22.0145 9.7774 11.6054
O 21.1689 8.7376 11.0947
C 20.2251 9.1189 10.2788
O 20.0148 10.2265 9.8726
O 19.4087 8.0837 10.0564
C 18.2128 8.3676 9.3621
H 22.4640 9.3808 12.5134
H 21.4771 10.7073 11.7567
H 22.8569 9.9177 10.9283
H 17.3839 8.6495 10.0096
H 17.9143 7.4772 8.8080
H 18.3586 9.1390 8.6034
C 23.2683 12.4847 5.5471
O 22.1888 13.2091 4.9931
C 21.2075 13.5957 5.7801
O 21.1842 13.4232 6.9804
O 20.2884 14.1880 5.0755
C 19.0652 14.5769 5.6696
H 23.9593 13.1157 6.1058
H 23.8121 11.9738 4.7569
H 22.9065 11.7278 6.2452
H 19.0575 14.2945 6.7216
H 18.2478 14.0248 5.1973
H 18.7807 15.6090 5.4740
C 21.5375 8.2467 7.0464
O 20.5224 8.4959 6.0892
C 20.0869 9.7306 5.9872
O 20.5160 10.7102 6.5342
O 19.1309 9.7455 5.0711
C 18.5050 10.9659 4.8105
H 21.8018 7.2182 7.2674
H 21.3260 8.7705 7.9796
H 22.4617 8.7297 6.7141
H 17.5153 10.7822 4.3782
H 19.0151 11.5829 4.0678
H 18.2281 11.5633 5.6832
C 23.5547 13.2298 10.8741
O 22.7593 14.3690 10.6012
C 21.5126 14.2291 10.2045
O 20.9755 13.1550 10.0289
O 20.9474 15.3922 10.0700
C 19.5934 15.4369 9.6225
H 23.2287 12.3200 10.3583
H 23.6529 13.0669 11.9451
H 24.5033 13.4458 10.3765
H 19.5737 15.2170 8.5556
H 19.2617 16.4708 9.6774
H 18.9761 14.7393 10.1786

Force components x, y, z for each atom (eV/Å):
Zn 0.1 -0.5 0.0
O -0.1 0.6 0.8
H -0.1 -0.3 -0.4
O 0.5 0.0 0.1
H -0.5 0.0 -0.1
C 1.1 -0.3 -0.1
O 0.5 -0.2 0.4
C -1.2 -0.1 0.4
O 0.0 0.5 -0.2
O 0.3 -0.4 0.2
C -0.6 0.0 -1.3
H -0.4 0.0 0.2
H -0.1 0.0 0.0
H -0.3 0.3 -0.3
H 0.3 0.1 0.3
H 0.2 -0.2 0.3
H 0.0 0.2 0.3
C 0.4 -0.8 1.0
O -0.1 0.3 -1.1
C 0.6 -0.6 1.3
O 0.2 0.6 0.0
O -0.3 0.7 -1.4
C -1.2 -0.6 0.5
H -0.1 0.3 -0.1
H -0.2 0.3 -0.3
H -0.1 0.2 0.0
H 0.0 0.2 0.0
H 0.3 -0.3 -0.1
H 0.8 0.3 0.1
C 1.4 1.6 0.9
O -0.2 -1.4 0.2
C 0.0 0.4 -0.8
O 0.2 -0.2 -0.1
O -0.2 -0.8 0.0
C -1.8 1.5 -0.5
H -0.9 -0.3 -0.6
H -0.3 -0.2 0.0
H 0.0 -0.1 -0.2
H 0.3 -0.6 -0.2
H 0.5 -0.1 0.3
H 0.9 -0.2 0.4
C 0.7 -0.9 -1.0
O -0.3 1.0 0.2
C 0.3 -1.2 0.1
O -0.3 0.1 0.2
O 0.1 1.1 0.2
C -0.1 0.0 -0.9
H -0.6 0.2 0.1
H 0.0 0.2 0.0
H 0.2 0.1 0.6
H 0.0 -0.5 0.1
H 0.1 0.0 0.6
H -0.1 0.0 -0.1

## Properties
Net charge = 0
ΔE to the lowest compared entry with this formula, charge and spin = 85.3 kJ/mol
Gap between HOMO and LUMO = 0.328 Eh
HOMO = -8.33 eV
2S+1 = 1

---

Record 5
This record from the Open Molecules 2025 dataset describes a structure of composition C12H27BO5Sb. The level of theory is ωB97M-V/def2-TZVPD.

CARTESIAN COORDINATES (ANGSTROEM)
C -2.2227 -1.6473 3.2127
C -1.8453 -2.0784 2.0202
Sb -0.9935 -0.5935 0.5623
C 0.7651 -0.3240 1.8974
C 2.1323 -0.1544 1.2047
C 2.6011 -1.3795 0.3754
C 2.5694 -0.9558 -1.0932
O 3.1663 -1.9675 -1.9614
C 2.5000 -2.0584 -3.1216
O 2.1141 -3.0903 -3.5092
O -0.3525 0.8678 -0.7581
C -1.2183 1.9550 -0.8810
C -0.7520 3.2780 -0.1816
C 0.7179 3.2882 0.2932
C 0.7703 3.1780 1.8357
B -2.7207 -1.1633 -0.8328
O -3.7831 -1.9480 -0.3632
O -2.7173 -0.6960 -2.1487
C -1.7473 -1.4289 -2.9282
H -1.5423 -1.0280 3.8010
H -3.2058 -1.8648 3.6441
H -1.9675 -3.1224 1.7054
H -1.9461 0.6361 1.3899
H -0.0471 -1.8618 -0.2765
H 0.8348 -1.2396 2.5034
H 0.5686 0.4780 2.6179
H 2.2016 0.7276 0.5601
H 2.8923 -0.0099 1.9922
H 1.9519 -2.2489 0.4884
H 3.6398 -1.6657 0.5786
H 1.5408 -0.7710 -1.4220
H 3.1325 -0.0201 -1.2215
H 2.3450 -1.1604 -3.7460
H -2.2524 1.7500 -0.5545
H -1.2845 2.1805 -1.9615
H -1.4398 3.4744 0.6483
H -0.8678 4.0973 -0.9036
H 1.1116 4.2859 0.0440
H 1.3521 2.5727 -0.2282
H 0.6019 4.1554 2.2999
H -0.0848 2.5683 2.1523
H 1.6596 2.6749 2.2261
H -3.6240 -2.8789 -0.5761
H -1.6908 -0.9165 -3.8902
H -0.7574 -1.4331 -2.4615
H -2.1060 -2.4614 -3.0330

Force components x, y, z for each atom (eV/Å):
C -0.5 0.0 0.7
C 1.6 -0.5 -0.7
Sb 0.3 -1.1 1.3
C 0.5 0.0 -0.3
C 0.4 -0.4 0.8
C 0.0 0.4 -1.0
C 0.2 0.4 0.0
O -0.3 0.6 0.4
C 0.7 1.3 0.6
O -0.9 -2.6 -1.4
O 0.0 0.1 0.3
C 0.3 0.5 -0.9
C 0.2 -0.5 -0.5
C -0.3 1.2 0.6
C -0.5 -0.7 -0.3
B -0.4 0.7 0.1
O 0.4 -0.1 -0.5
O 0.1 -0.9 0.3
C -0.4 0.5 0.1
H -0.7 1.1 -0.5
H 0.6 -0.9 0.7
H -1.5 0.5 -0.5
H 0.1 0.3 0.2
H 0.2 0.0 -0.2
H -0.3 0.0 -0.2
H 0.1 0.1 -0.3
H -0.3 0.0 0.2
H -0.1 0.1 -0.2
H 0.1 0.1 0.2
H -0.2 0.0 0.3
H 0.1 0.0 0.2
H 0.0 -0.2 0.0
H 0.2 0.4 0.6
H 0.2 -0.2 0.0
H -0.1 -0.1 0.2
H 0.3 0.1 0.1
H -0.2 -0.1 0.1
H 0.1 -0.2 -0.1
H -0.3 -0.2 0.1
H 0.3 -0.1 0.0
H 0.2 -0.1 0.0
H 0.1 0.4 0.0
H -0.3 0.2 0.1
H 0.0 -0.3 0.0
H -0.1 0.1 0.0
H 0.2 0.1 -0.3

## Properties
Net charge = -1
Gap between HOMO and LUMO = 0.235 Eh
HOMO = -3.36 eV
2S+1 = 1